The following is a quantum chemistry calculation of a cluster of 11 separate species, C49H86F21N3O15 in total, from the OMol25 dataset.

Values from the calculation:
- Kohn-Sham gap: 0.3099 hartree
- Energy: -144459.3962 eV
- SMILES: CCOC(=O)C(F)(F)F.CCOC(=O)C(F)(F)F.CCOC(=O)C(F)(F)F.CCOC(=O)C(F)(F)F.CCOC(=O)C(F)(F)F.CCOC(=O)C(F)(F)F.CCOC(=O)C(F)(F)F.CCN(CC)CC.CCN(CC)CC.CCN(CC)CC.CC(C)=O
- LUMO: 0.3550 eV
- Max |F|: 0.04565 Eh/bohr
- HOMO level: -8.08 eV
- Net charge: 0
- M: 1356.2 g/mol

Geometry as XYZ:
```
174
Properties=species:S:1:pos:R:3:mulliken_charge:R:1
C 3.44942 0.70494 -3.43235 1.102
C 4.48025 1.60669 -4.06224 -0.855
N 5.20939 2.40116 -3.09295 0.861
C 6.36107 3.12512 -3.59581 -0.705
C 7.59157 2.23967 -3.70597 -1.257
C 4.34858 3.26454 -2.27607 -0.052
C 3.73087 4.40893 -3.07154 -1.255
H 3.80735 0.18601 -2.54391 -0.277
H 3.17074 -0.12603 -4.08562 -0.534
H 2.52896 1.23727 -3.19078 -0.300
H 5.20126 0.97875 -4.59475 0.413
H 4.05971 2.29911 -4.81027 0.281
H 6.18235 3.65648 -4.54012 0.359
H 6.67957 3.89069 -2.88330 0.388
H 7.46753 1.46183 -4.46287 0.330
H 8.47879 2.79875 -4.01659 0.429
H 7.86046 1.81839 -2.73742 0.151
H 4.93848 3.68146 -1.45413 0.556
H 3.57004 2.71468 -1.74149 -0.499
H 4.48908 5.07921 -3.48087 0.402
H 3.08282 5.05657 -2.47965 0.390
H 3.15441 3.99608 -3.90118 0.158
C -4.45682 6.24588 2.27767 -1.504
C -4.45146 4.84520 1.66000 -0.275
N -3.12889 4.38907 1.24678 0.297
C -2.01752 4.69349 2.12783 -0.952
C -1.89197 3.79340 3.36191 -0.105
C -3.12217 3.03786 0.70407 0.674
C -4.00762 2.89784 -0.51963 -1.365
H -3.81995 6.94013 1.72955 0.357
H -4.15455 6.26858 3.32360 0.303
H -5.47286 6.63043 2.17328 0.433
H -4.98228 4.09670 2.26970 0.307
H -5.04987 4.89836 0.74468 0.454
H -1.09130 4.68720 1.54802 -0.118
H -2.08574 5.70318 2.53295 0.548
H -2.75732 3.84241 4.02034 0.315
H -1.67952 2.77318 3.02669 -0.487
H -0.97798 4.01160 3.92368 0.377
H -3.35484 2.26701 1.45026 0.132
H -2.09687 2.91853 0.34094 -0.379
H -3.66848 2.11540 -1.20230 -0.071
H -4.03322 3.82660 -1.09298 0.545
H -5.04160 2.62504 -0.29101 0.447
C 0.28553 3.80361 -1.91299 -1.070
C -0.93833 3.24871 -2.62401 0.117
N -0.75558 3.23035 -4.08048 0.011
C -2.02754 3.08148 -4.79569 -0.876
C -2.70991 1.71556 -4.62197 -0.793
C 0.34018 2.38459 -4.50745 2.151
C 0.48301 2.30875 -6.02671 -2.088
H 0.68289 4.66336 -2.45565 0.427
H 1.09209 3.07168 -1.84205 -0.013
H 0.06725 4.19240 -0.91727 0.223
H -1.29766 2.25190 -2.33291 -0.139
H -1.77450 3.93015 -2.44922 0.338
H -2.66539 3.87183 -4.39589 0.488
H -1.83910 3.31548 -5.83940 0.488
H -2.24827 1.02950 -5.34114 0.190
H -2.78850 1.23279 -3.65047 0.059
H -3.73931 1.74270 -4.99732 0.438
H 0.25347 1.37489 -4.07074 -0.294
H 1.26209 2.86172 -4.16386 -1.013
H -0.35802 1.79063 -6.48830 0.437
H 1.40270 1.78275 -6.28947 0.436
H 0.55812 3.29927 -6.47760 0.438
C 0.27335 -0.30767 4.43205 -0.683
C -1.17817 0.05904 4.26737 2.147
O -1.61535 0.74768 5.44048 -0.307
C -2.91797 1.00558 5.57622 0.564
O -3.75722 0.56449 4.85136 -0.545
C -3.20870 1.86534 6.81693 0.838
F -2.14351 2.06459 7.58389 -0.241
F -3.68915 3.04471 6.43123 -0.246
F -4.11989 1.23539 7.55531 -0.255
H 0.47154 -0.94828 5.29433 0.482
H 0.94221 0.53670 4.61016 -0.381
H 0.59515 -0.79121 3.50992 0.179
H -1.84940 -0.75508 3.99923 -0.730
H -1.24297 0.74003 3.41259 -0.763
C -5.09517 -0.58358 0.04622 -1.052
C -4.02144 -0.96932 -0.99766 0.937
O -4.41108 -2.17277 -1.67292 -0.276
C -4.00215 -3.32965 -1.18066 0.268
O -3.40061 -3.48372 -0.15884 -0.172
C -4.34948 -4.54916 -2.06530 0.669
F -5.20802 -4.28410 -3.03364 -0.258
F -3.18984 -5.01948 -2.57169 -0.156
F -4.82475 -5.52837 -1.26679 -0.267
H -5.91398 -0.09967 -0.48857 0.372
H -4.69223 0.11635 0.77727 0.052
H -5.47782 -1.44315 0.59215 0.356
H -3.14220 -1.11096 -0.36613 -0.310
H -3.79566 -0.21790 -1.74503 -0.151
C -3.55073 -2.92995 3.33275 -0.717
C -3.30534 -4.43135 3.28934 -0.328
O -1.93455 -4.72183 3.60390 -0.165
C -1.53819 -4.79683 4.85435 0.312
O -2.18367 -4.46479 5.80621 -0.547
C -0.07816 -5.26857 4.97318 0.852
F -0.00054 -6.16670 5.95196 -0.273
F 0.38290 -5.75745 3.83358 -0.194
F 0.72080 -4.26419 5.33899 -0.252
H -4.59888 -2.65358 3.23670 0.425
H -2.99312 -2.48176 2.50776 -0.201
H -3.17397 -2.55692 4.28465 0.438
H -3.60478 -4.76223 2.29796 0.216
H -3.98568 -4.89592 4.00335 0.389
C 6.28521 1.23379 0.45762 -0.889
C 5.70688 -0.04598 -0.08922 0.416
O 4.59337 -0.51143 0.70659 -0.147
C 4.83063 -1.14558 1.83391 0.060
O 5.89350 -1.38271 2.32083 -0.551
C 3.57418 -1.63315 2.59712 1.050
F 2.47043 -1.67170 1.82527 -0.170
F 3.82720 -2.85813 3.06344 -0.278
F 3.32523 -0.82000 3.63379 -0.259
H 5.48292 1.94132 0.68240 -0.006
H 6.96461 1.71197 -0.24724 0.233
H 6.83301 1.11042 1.39303 0.437
H 6.47440 -0.81995 -0.09786 0.359
H 5.26501 0.12918 -1.06263 -0.339
C 1.71024 2.50980 6.54762 -0.904
C 1.98582 3.73226 5.70493 -0.351
O 1.88324 3.52618 4.30362 -0.291
C 2.78082 2.79574 3.65558 -0.165
O 3.73111 2.31653 4.20040 -0.572
C 2.41152 2.60573 2.18605 1.020
F 3.21421 3.34895 1.42799 -0.282
F 2.63887 1.32763 1.85775 0.025
F 1.14442 2.85597 1.93084 0.182
H 2.35498 1.68098 6.24797 0.295
H 0.69972 2.12237 6.39839 0.071
H 1.86311 2.72688 7.60245 0.447
H 2.94908 4.18861 5.94569 0.410
H 1.27486 4.51241 5.97951 0.365
C -1.46507 -6.14418 0.30823 -0.208
C -0.51641 -7.25520 0.67359 -0.696
O -1.12276 -8.53219 0.53778 -0.339
C -1.32873 -9.00744 -0.67072 0.449
O -0.97433 -8.45754 -1.66909 -0.535
C -2.14557 -10.30788 -0.65500 0.876
F -1.65110 -11.16541 -1.52272 -0.252
F -2.09938 -10.85299 0.54615 -0.250
F -3.39244 -10.06517 -1.00338 -0.241
H -1.09262 -5.14774 0.54863 -0.076
H -2.39400 -6.31925 0.85567 0.340
H -1.71000 -6.06045 -0.74918 0.261
H -0.15678 -7.07093 1.68500 0.350
H 0.41071 -7.17524 0.09905 0.300
C 0.40331 -1.42193 -6.03961 -0.836
C 1.51418 -2.41892 -5.68174 -0.314
O 0.97215 -3.48708 -4.90556 -0.314
C 0.95518 -3.37643 -3.59490 0.227
O 1.38974 -2.46726 -2.95112 -0.542
C 0.29718 -4.58892 -2.90678 1.057
F -0.37599 -5.32715 -3.77672 -0.254
F 1.24419 -5.31846 -2.30565 -0.276
F -0.52495 -4.15324 -1.94790 -0.229
H -0.43360 -1.90081 -6.55259 0.412
H 0.80070 -0.66424 -6.71154 0.383
H -0.06071 -1.04288 -5.12724 0.098
H 2.39239 -1.92317 -5.27287 0.162
H 1.83491 -2.92563 -6.59217 0.335
C 1.01075 0.21192 -0.70724 0.514
C -0.21187 -0.37733 -0.01928 -0.563
O -0.91365 0.33586 0.66267 -0.223
C -0.41194 -1.84610 -0.13416 -0.451
H 0.86968 0.28507 -1.78859 -0.169
H 1.90667 -0.40719 -0.61246 0.448
H 1.27370 1.17047 -0.26859 -0.528
H 0.52786 -2.36938 -0.29817 0.677
H -1.02096 -2.00502 -1.02894 0.144
H -0.94569 -2.31391 0.69163 0.097
```